(1)
{
  "formula": "C37H36CaClFN9O6S2",
  "method": "ωB97M-V/def2-TZVPD",
  "elements": ["Ca", "C", "O", "C", "C", "C", "C", "C", "C", "N", "N", "C", "O", "C", "C", "C", "C", "C", "C", "C", "O", "H", "H", "H", "H", "H", "H", "H", "H", "H", "H", "H", "H", "C", "C", "N", "C", "C", "C", "O", "O", "C", "O", "C", "C", "C", "F", "C", "C", "C", "N", "C", "C", "N", "C", "C", "H", "H", "H", "H", "H", "H", "H", "H", "H", "H", "H", "H", "H", "H", "H", "H", "H", "H", "N", "C", "N", "C", "C", "S", "C", "C", "S", "C", "N", "N", "H", "H", "H", "H", "H", "H", "Cl"],
  "coordinates": [[-2.1037, 1.5200, 0.8165], [-4.2258, -2.2671, 0.8594], [-4.9534, -2.2364, 2.0678], [-5.1724, -0.9826, 2.6281], [-6.4276, -0.7836, 3.1811], [-6.7757, 0.4052, 3.8064], [-5.8377, 1.4144, 3.8916], [-4.5651, 1.2236, 3.3682], [-3.5067, 2.1972, 3.5063], [-3.6858, 3.4585, 3.4709], [-2.7075, 4.3459, 3.4853], [-1.6024, 4.0847, 2.7947], [-1.3299, 3.0247, 2.1861], [-0.6175, 5.2034, 2.8057], [0.7109, 4.9307, 2.4946], [1.6495, 5.9434, 2.4799], [1.2722, 7.2391, 2.7924], [-0.0459, 7.5132, 3.1244], [-0.9908, 6.5047, 3.1249], [-4.1885, 0.0372, 2.6777], [-3.0045, -0.0782, 2.1437], [-4.4252, -3.2448, 0.4171], [-3.1525, -2.1510, 1.0242], [-4.5472, -1.4853, 0.1740], [-7.1419, -1.5921, 3.1020], [-7.7671, 0.5351, 4.2232], [-6.0650, 2.3528, 4.3810], [-2.5131, 1.7627, 3.6668], [0.9845, 3.9123, 2.2676], [2.6717, 5.7218, 2.2034], [2.0043, 8.0350, 2.7767], [-0.3428, 8.5265, 3.3608], [-2.0252, 6.6949, 3.3675], [-1.3300, -4.9737, -3.3305], [-0.7677, -3.7455, -4.0462], [-0.6324, -2.6268, -3.1409], [-1.8026, -1.9646, -2.8225], [-1.9220, -0.9932, -1.8989], [-3.3248, -0.3301, -1.6770], [-4.2071, -0.7598, -2.4246], [-3.3993, 0.5300, -0.7927], [-0.7622, -0.5845, -1.1510], [-0.7514, 0.1669, -0.1794], [0.4973, -1.1469, -1.6521], [1.6886, -0.6135, -1.1466], [2.8986, -1.0894, -1.5696], [4.0387, -0.4825, -1.1134], [2.9948, -2.1807, -2.4282], [1.8019, -2.7504, -2.9036], [0.5479, -2.2023, -2.5852], [4.2667, -2.6415, -2.8507], [4.4616, -3.3222, -4.0829], [4.8128, -4.8015, -3.8315], [6.0432, -4.8216, -2.9913], [5.8162, -4.1298, -1.6897], [5.4062, -2.6801, -1.9889], [-1.4788, -5.7875, -4.0371], [-2.2876, -4.7225, -2.8826], [-0.6585, -5.2999, -2.5386], [-1.4545, -3.4507, -4.8462], [0.1931, -3.9792, -4.5075], [-2.6837, -2.2625, -3.3753], [1.6253, 0.2022, -0.4490], [1.8608, -3.6192, -3.5415], [5.2932, -2.8682, -4.6485], [3.5598, -3.2474, -4.6882], [5.0061, -5.3365, -4.7613], [4.0087, -5.2916, -3.2819], [6.7682, -4.2899, -3.4943], [6.3772, -5.7791, -2.8418], [6.7338, -4.1629, -1.1019], [5.0170, -4.6403, -1.1528], [6.2564, -2.1604, -2.4591], [5.1941, -2.1852, -1.0447], [-0.8403, -0.5418, 3.5381], [0.2455, -0.0128, 2.9911], [0.2747, 0.8810, 2.0858], [1.5208, 1.2733, 1.7177], [2.5369, 0.6677, 2.3966], [1.9130, -0.4670, 3.5524], [1.6555, 2.2335, 0.6354], [2.8189, 2.7911, 0.1875], [2.5051, 3.9068, -1.1019], [0.7383, 3.5092, -0.9273], [0.5335, 2.6337, -0.0194], [-0.1786, 4.0563, -1.7078], [-1.7474, -0.3524, 3.0197], [-0.7530, -1.3672, 4.1041], [3.5958, 0.7863, 2.2839], [3.8192, 2.6578, 0.5484], [0.0632, 4.8792, -2.2349], [-1.1796, 3.9877, -1.3268], [-2.7959, 3.7363, -0.4673]],
  "total_energy_ha": -4409.9749,
  "total_charge": -1
}

(2)
{
  "formula": "C7H12BrN2",
  "method": "ωB97M-V/def2-TZVPD",
  "elements": ["C", "C", "C", "C", "C", "C", "C", "N", "N", "Br", "H", "H", "H", "H", "H", "H", "H", "H", "H", "H", "H", "H"],
  "coordinates": [[-2.4985, -1.3058, -0.8555], [-1.0378, -1.0743, -0.8098], [0.8325, 2.6798, 3.1003], [-2.9459, -2.4796, -0.5236], [-0.4977, 0.0198, -0.3233], [1.8709, -0.8363, -0.1674], [1.4105, 1.3939, -0.9530], [1.1406, 2.1778, 2.1297], [0.9391, 0.3093, -0.1208], [-1.5636, 1.4267, 0.4872], [-3.2515, -0.4401, -0.8470], [-0.4038, -1.8507, -1.2528], [0.2393, 3.0251, 3.9611], [-4.0106, -2.4418, -0.3964], [-2.3164, -3.4015, -0.5307], [2.6305, -0.5596, 0.4822], [1.3391, -1.6650, 0.2504], [2.2277, -0.9562, -1.1914], [2.4329, 1.6030, -0.7769], [1.3663, 1.2170, -1.9600], [0.9238, 2.2917, -0.5683], [1.1724, 0.8668, 0.8661]],
  "total_energy_ha": -2957.0950,
  "total_charge": 1
}

(3)
{
  "formula": "C3H5O2S",
  "method": "ωB97M-V/def2-TZVPD",
  "elements": ["O", "C", "O", "C", "C", "S", "H", "H", "H", "H", "H"],
  "coordinates": [[1.9688, -1.1713, 0.1904], [1.6989, -0.0191, -0.2093], [2.4585, 0.8182, -0.7450], [0.2522, 0.4767, 0.0329], [-0.7316, -0.6830, 0.2027], [-2.4819, -0.1123, 0.1973], [-0.0022, 1.1601, -0.7769], [0.2606, 1.0408, 0.9654], [-0.5369, -1.1091, 1.1837], [-0.6154, -1.4290, -0.5726], [-2.2710, 1.0280, -0.4687]],
  "total_energy_ha": -666.0442,
  "total_charge": -1
}

(4)
{
  "formula": "C10H13ClNS2",
  "method": "ωB97M-V/def2-TZVPD",
  "elements": ["Cl", "C", "C", "C", "C", "N", "C", "C", "H", "H", "H", "H", "H", "H", "C", "C", "S", "C", "S", "C", "H", "H", "H", "H", "H", "H", "H"],
  "coordinates": [[0.6819, -2.7652, 2.7992], [0.8611, -2.4982, 1.1223], [2.1088, -2.1278, 0.5970], [2.2552, -1.9018, -0.7732], [1.1319, -1.9955, -1.6259], [1.2049, -1.5448, -2.9468], [-0.1045, -2.4259, -1.1021], [-0.2435, -2.6425, 0.2684], [2.9531, -2.0083, 1.2751], [3.2278, -1.6104, -1.1815], [0.5487, -1.9714, -3.5909], [2.1226, -1.5746, -3.3673], [-0.9634, -2.5388, -1.7721], [-1.2098, -2.9158, 0.6900], [-0.8226, 4.2734, -4.8501], [-1.0218, 4.0152, -3.3611], [-0.1360, 2.5766, -2.6980], [-0.3557, 1.3000, -3.7664], [-0.6732, 1.5026, -5.4057], [-1.4590, 3.1244, -5.6233], [-1.3796, 5.1896, -5.1033], [0.2383, 4.4161, -5.1104], [-0.6354, 4.8594, -2.7710], [-2.0868, 3.8770, -3.1310], [-0.2316, 0.2870, -3.3811], [-2.5158, 3.0109, -5.3465], [-1.3910, 3.3087, -6.7059]],
  "total_energy_ha": -1699.9029,
  "total_charge": 1
}

(5)
{
  "formula": "C7H8N4O2",
  "method": "ωB97M-V/def2-TZVPD",
  "elements": ["C", "C", "C", "C", "C", "C", "C", "N", "N", "N", "N", "O", "O", "H", "H", "H", "H", "H", "H", "H", "H"],
  "coordinates": [[-3.3796, 0.5583, -0.0263], [-1.7096, -0.6727, -0.1682], [0.4927, -1.6042, 0.1126], [2.2638, 0.1399, 0.2276], [1.7980, 0.9275, -0.9944], [0.9162, -0.3055, 0.8065], [0.0402, 0.9295, 0.5192], [-3.0077, -0.7010, -0.3570], [-2.3993, 1.3349, 0.3526], [-1.3150, 0.5450, 0.2599], [-0.8024, -1.6841, -0.3121], [1.2585, -2.5248, -0.0370], [0.6067, 1.5892, -0.5905], [-4.3970, 0.8858, -0.0654], [2.8925, -0.7096, -0.0277], [2.7863, 0.7899, 0.9289], [2.5038, 1.6927, -1.3193], [1.5854, 0.2533, -1.8351], [0.9731, -0.5227, 1.8757], [0.0189, 1.6330, 1.3658], [-1.1253, -2.5543, -0.7158]],
  "total_energy_ha": -641.0746,
  "total_charge": 0
}

(6)
{
  "formula": "C20H21MgN3O3S",
  "method": "ωB97M-V/def2-TZVPD",
  "elements": ["C", "C", "H", "H", "H", "H", "H", "H", "C", "C", "C", "C", "H", "H", "H", "H", "N", "C", "C", "N", "C", "C", "C", "H", "H", "C", "H", "H", "Mg", "C", "H", "H", "H", "O", "C", "N", "S", "O", "O", "C", "C", "C", "C", "C", "C", "H", "H", "H", "H"],
  "coordinates": [[-3.2875, -0.5399, -0.9333], [-3.4570, 0.5663, -1.9969], [-2.5406, -1.2981, -1.2092], [-4.2364, -1.0757, -0.8461], [-3.0844, -0.1645, 0.0893], [-2.7115, 0.5131, -2.8083], [-4.4366, 0.4275, -2.4783], [-3.4545, 1.5748, -1.5529], [-0.3967, -2.7598, -0.8847], [0.5736, -3.7703, -0.8562], [1.8397, -3.4914, -1.3671], [2.0755, -2.2265, -1.8910], [-1.3975, -2.9489, -0.4914], [0.3099, -4.7396, -0.4360], [2.6364, -4.2382, -1.3581], [3.0332, -1.9666, -2.3319], [-0.1536, -1.5230, -1.3433], [1.0753, -1.2301, -1.8460], [1.3385, 0.1582, -2.3014], [0.3750, 1.0865, -2.0595], [0.6118, 2.3733, -2.3501], [2.7700, 1.8593, -3.2634], [1.7988, 2.8109, -2.9464], [-0.1730, 3.0781, -2.0789], [1.9195, 3.8689, -3.1457], [2.5320, 0.5262, -2.9449], [3.2435, -0.2602, -3.1794], [3.6979, 2.1345, -3.7501], [-1.3288, 0.4301, -0.8869], [-1.7643, 2.4983, -0.4088], [-2.1047, 3.0618, -1.2869], [-0.8673, 2.9523, 0.0313], [-2.5587, 2.4488, 0.3461], [-1.5983, -1.4191, 1.4383], [-0.7240, -0.5969, 1.7772], [-0.2091, 0.3409, 0.9371], [1.1746, 1.0775, 1.4716], [2.3255, 0.5136, 0.7983], [1.0415, 2.5091, 1.5183], [0.9786, 0.3949, 3.0909], [1.6493, 0.7257, 4.2678], [1.2067, 0.1192, 5.4570], [0.1497, -0.8167, 5.4516], [-0.4891, -1.1476, 4.2632], [-0.0814, -0.4882, 3.1018], [2.4817, 1.4300, 4.2308], [1.6798, 0.3917, 6.4075], [-0.1657, -1.2974, 6.3759], [-1.2977, -1.8730, 4.1790]],
  "total_energy_ha": -1763.0211,
  "total_charge": 0
}

(7)
{
  "formula": "C3H5N3",
  "method": "ωB97M-V/def2-TZVPD",
  "elements": ["N", "C", "C", "N", "N", "C", "H", "H", "H", "H", "H"],
  "coordinates": [[0.3695, 0.2998, -1.8238], [0.0619, 0.0861, -0.4671], [0.6849, 0.4527, 0.7102], [-0.1289, 0.0108, 1.7115], [-1.2123, -0.6288, 1.2736], [-1.1094, -0.5837, -0.0441], [0.4231, -0.5774, -2.3262], [1.1906, 0.8610, -2.0014], [1.6078, 0.9732, 0.9324], [-0.0088, 0.1256, 2.7039], [-1.8783, -1.0194, -0.6690]],
  "total_energy_ha": -281.5628,
  "total_charge": 0
}

(8)
{
  "formula": "C19H18Co2O9",
  "method": "ωB97M-V/def2-TZVPD",
  "elements": ["C", "C", "O", "C", "C", "C", "O", "C", "C", "C", "C", "C", "O", "H", "H", "H", "H", "H", "H", "H", "H", "H", "H", "H", "H", "H", "H", "H", "O", "C", "Co", "C", "O", "C", "O", "C", "C", "C", "Co", "C", "O", "C", "O", "C", "O", "H", "H", "H"],
  "coordinates": [[3.9441, -1.0838, 2.0489], [3.2612, 0.2539, 1.9659], [1.8669, -0.0478, 1.6874], [1.0488, 1.0167, 1.5765], [-0.4148, 0.5688, 1.4126], [-1.2449, 1.2464, 2.5286], [-0.7726, 2.0856, 3.2665], [-2.7135, 0.8022, 2.6783], [-3.4880, 0.3066, 1.4541], [-2.9553, -0.9688, 0.7787], [-1.8439, -1.6511, 1.5706], [-0.4827, -0.9458, 1.5761], [1.4488, 2.1594, 1.5277], [5.0223, -0.9297, 2.1139], [3.6120, -1.6189, 2.9454], [3.7194, -1.7085, 1.1772], [3.2933, 0.8004, 2.9195], [3.6597, 0.8782, 1.1586], [-2.7179, 0.0381, 3.4732], [-3.2189, 1.6893, 3.0822], [-4.5067, 0.1013, 1.8131], [-3.5964, 1.1230, 0.7257], [-3.8025, -1.6652, 0.6518], [-2.6067, -0.7479, -0.2402], [-2.1526, -1.7818, 2.6157], [-1.6976, -2.6655, 1.1722], [0.1476, -1.4052, 0.8112], [-0.0388, -1.1745, 2.5567], [-3.3303, 0.2500, -4.2616], [-2.1850, 0.2287, -4.0970], [-0.4401, 0.0999, -3.8776], [-0.3197, -1.6174, -3.4971], [-0.1950, -2.7452, -3.2683], [0.0021, 0.1301, -5.5757], [0.2962, 0.0667, -6.6922], [0.0519, 1.3566, -2.3361], [0.0105, 0.9270, -1.0395], [-0.8341, 1.1921, 0.1099], [1.5222, 0.3876, -1.8199], [1.7535, -1.2151, -1.0975], [1.9848, -2.3008, -0.7619], [2.9437, 1.4002, -1.3881], [3.8849, 2.0619, -1.2628], [2.0853, -0.1427, -3.4079], [2.7564, -0.4352, -4.3111], [-0.0779, 2.4146, -2.6330], [-0.7996, 2.2831, 0.3081], [-1.8798, 0.9829, -0.1390]],
  "total_energy_ha": -4177.3810,
  "total_charge": -2
}